Entry 1:
DFT (ωB97M-V with the def2-TZVPD basis set) results for CH6N4 in the gas phase.

## Properties
* charge: 0
* LUMO: 0.03558 Eh
* energy relative to the best compared isomer or geometry (same formula, charge and spin): 86.29 kcal/mol
* E_tot: -7090.31587 eV
* SMILES: N/N=C/NN

Element x y z (Å)
N 2.176 -0.337 -0.059
N 0.771 -0.521 -0.028
C 0.143 0.545 0.105
N -1.229 0.539 0.164
N -1.754 -0.790 0.140
H 2.515 0.882 -0.070
H 2.644 -0.908 0.967
H 0.615 1.508 -0.061
H -1.749 1.128 -0.492
H -2.771 -0.574 -0.002
H -1.361 -1.470 -0.665

***

Entry 2:
DFT (ωB97M-V with the def2-TZVPD basis set) results for 2 unconnected molecules or ions with the total composition H5N3O.

## Properties
* charge: 0
* LUMO: -0.02411 Eh
* energy relative to the best compared isomer or geometry (same formula, charge and spin): 42.24 kcal/mol
* E_tot: -6594.66470 eV
* SMILES: N=O.NN

Element x y z (Å)
N 1.492 -1.382 -0.577
O 1.515 -2.376 0.087
H 2.246 -0.708 -0.271
N -1.049 1.104 -0.524
N -1.079 0.554 0.728
H -0.097 1.168 -0.886
H -1.602 0.376 -0.998
H -1.105 1.279 1.462
H -0.320 -0.015 0.980

***

Entry 3:
DFT (ωB97M-V with the def2-TZVPD basis set) results for 12 unconnected molecules or ions with the total composition C6H37NO11.

## Properties
* charge: 0
* LUMO: 0.00610 Eh
* energy relative to the best compared isomer or geometry (same formula, charge and spin): 64.98 kcal/mol
* E_tot: -30834.84908 eV
* SMILES: CCN(C)C(C)C.O.O.O.O.O.O.O.O.O.O.O

Element x y z (Å)
C 0.721 -3.181 -0.365
C 0.302 -1.700 -0.522
N 0.881 -1.099 -1.709
C 2.281 -0.710 -1.517
C 0.045 -0.014 -2.230
C -0.225 1.059 -1.109
C 0.658 0.770 -3.398
H -0.101 -3.792 -0.016
H 1.179 -3.560 -1.273
H 1.431 -3.225 0.467
H -0.786 -1.652 -0.605
H 0.583 -1.165 0.386
H 2.432 -0.038 -0.664
H 2.773 -1.646 -1.269
H 2.671 -0.273 -2.426
H -0.965 -0.289 -2.499
H -1.247 1.057 -0.726
H 0.399 1.049 -0.214
H 0.017 2.060 -1.477
H 1.482 1.412 -3.105
H 0.837 0.045 -4.198
H -0.116 1.429 -3.797
O -0.950 -2.326 -3.904
H -0.197 -2.065 -3.332
H -0.517 -3.077 -4.332
O -2.853 0.030 -3.472
H -2.199 -0.632 -3.739
H -3.698 -0.276 -3.817
O 2.825 -2.316 3.689
H 2.405 -2.942 3.098
H 2.660 -1.414 3.390
O -3.966 1.195 1.298
H -3.433 1.804 0.778
H -4.589 0.796 0.666
O -2.508 -0.855 1.874
H -2.430 -1.777 1.621
H -3.066 -0.306 1.283
O -0.851 0.353 3.722
H -1.185 -0.307 3.088
H -1.401 0.289 4.506
O 1.527 0.032 2.253
H 1.900 0.915 2.313
H 0.584 0.009 2.466
O -4.461 0.122 -1.207
H -3.667 0.444 -1.667
H -4.537 -0.761 -1.585
O 4.762 1.616 -0.139
H 5.137 0.733 -0.082
H 4.546 1.864 0.766
O -0.361 3.416 3.198
H -0.922 2.642 3.089
H 0.495 2.973 3.239
O 2.971 3.030 1.600
H 2.733 3.833 2.076
H 3.469 3.331 0.832

***

Entry 4:
DFT (ωB97M-V with the def2-TZVPD basis set) results for a molecular structure, C18H35As2BaOSi2.

## Properties
* charge: +1
* LUMO: -0.11123 Eh
* energy relative to the best compared isomer or geometry (same formula, charge and spin): 3.28 kcal/mol
* E_tot: -159402.15762 eV

Element x y z (Å)
Ba 1.564 0.751 0.996
C 0.934 5.666 0.982
As 0.729 3.800 1.526
C 2.695 3.482 1.733
C 0.310 3.069 -0.312
C -1.079 3.181 -0.430
C -1.762 2.826 -1.583
C -1.049 2.304 -2.643
C 0.328 2.164 -2.542
C 1.047 2.549 -1.410
As 3.033 2.302 -1.567
C 3.523 4.188 -1.755
C 3.216 1.817 -3.440
H -0.051 6.095 0.813
H 1.523 5.732 0.070
H 1.424 6.209 1.788
H 3.141 4.415 2.068
H 3.009 3.293 0.710
H 3.038 2.686 2.401
H -1.652 3.549 0.415
H -2.836 2.938 -1.635
H -1.555 1.994 -3.548
H 0.847 1.736 -3.390
H 2.786 4.694 -2.376
H 4.497 4.232 -2.242
H 3.600 4.683 -0.791
H 2.714 2.529 -4.093
H 2.863 0.806 -3.627
H 4.287 1.844 -3.641
C 3.612 -1.338 2.506
Si 2.417 -2.556 1.630
C 2.676 -4.267 2.341
C 2.977 -2.588 -0.180
C 0.776 -1.748 1.718
Si -0.148 -1.664 3.305
C -0.389 -3.269 4.246
C -1.851 -0.926 2.974
C 0.719 -0.458 4.493
H 4.388 -1.812 3.107
H 3.007 -0.730 3.188
H 4.144 -0.686 1.796
H 3.679 -4.635 2.115
H 1.955 -4.973 1.923
H 2.552 -4.275 3.425
H 4.008 -2.932 -0.288
H 2.931 -1.594 -0.654
H 2.340 -3.242 -0.780
H 0.110 -2.230 0.986
H -0.762 -4.056 3.588
H -1.109 -3.143 5.059
H 0.546 -3.622 4.686
H -2.456 -1.603 2.366
H -1.786 0.022 2.427
H -2.400 -0.732 3.899
H 1.619 -0.878 4.947
H 0.052 -0.156 5.303
H 1.017 0.468 3.983
O -1.004 -0.697 -1.245
C -0.380 -1.594 -1.523

***

Entry 5:
DFT (ωB97M-V with the def2-TZVPD basis set) results for 2 unconnected molecules or ions with the total composition C7H16N.

## Properties
* charge: +1
* LUMO: -0.12069 Eh
* energy relative to the best compared isomer or geometry (same formula, charge and spin): 27.63 kcal/mol
* E_tot: -9001.10704 eV

Element x y z (Å)
C -1.321 2.152 -1.315
C -1.398 1.822 0.143
C -0.412 1.987 1.021
C -0.516 1.815 2.507
H -0.345 2.550 -1.598
H -1.510 1.271 -1.934
H -2.073 2.890 -1.589
H -2.371 1.484 0.488
H 0.520 2.378 0.615
H -1.546 1.602 2.788
H 0.097 0.986 2.874
H -0.189 2.715 3.019
C -0.041 -2.122 -1.693
C 1.010 -1.998 -0.651
C 2.165 -2.609 -0.499
N 0.611 -1.041 0.430
H 0.273 -2.862 -2.427
H -0.992 -2.450 -1.273
H -0.187 -1.189 -2.241
H 2.792 -2.478 0.372
H 2.522 -3.311 -1.242
H -0.290 -1.324 0.830
H 0.413 -0.090 0.085
H 1.296 -0.950 1.181

***

Entry 6:
DFT (ωB97M-V with the def2-TZVPD basis set) results for C10H15NO8 in the gas phase.

## Properties
* charge: 0
* LUMO: 0.00643 Eh
* energy relative to the best compared isomer or geometry (same formula, charge and spin): 0.00 kcal/mol
* E_tot: -28482.03604 eV
* SMILES: N[C@]12[C@H](O)C(=O)O[C@H]([C@@H]1O)[C@](O)(CO)[C@H](O)[C@@H]2C=O

Element x y z (Å)
N 1.651 0.730 -2.070
C 0.541 0.344 -1.204
C -0.786 0.311 -2.010
O -0.711 1.327 -3.039
C -2.082 0.550 -1.192
O -3.102 0.263 -1.827
O -2.046 1.089 0.096
C -0.777 0.983 0.789
C 0.416 1.413 -0.106
O 0.246 2.719 -0.680
C -0.597 -0.451 1.400
O -1.854 -0.752 1.967
C 0.404 -0.423 2.562
O -0.004 0.529 3.566
C -0.271 -1.546 0.318
O -0.031 -2.848 0.902
C 0.835 -1.094 -0.687
C 2.249 -1.253 -0.065
O 3.021 -0.328 0.123
H 2.500 0.632 -1.523
H 1.480 1.712 -2.414
H -0.885 -0.636 -2.480
H 0.084 1.164 -3.582
H -0.849 1.704 1.585
H 1.341 1.430 0.441
H -0.468 2.588 -1.363
H -2.586 -0.325 1.513
H 0.432 -1.439 3.002
H 1.399 -0.178 2.212
H -0.965 0.414 3.748
H -1.156 -1.637 -0.315
H -0.760 -3.088 1.490
H 0.812 -1.734 -1.561
H 2.518 -2.172 0.406